Molecular formula: C36H37BaNP2Se
Method: DFT, ωB97M-V with the def2-TZVPD basis set

Structure (XYZ):
```
78
C36H37BaNP2Se, DFT ωB97M-V with the def2-TZVPD basis set
Ba -1.56300 -0.05589 0.72765
C 1.82205 1.87896 0.44483
C 0.92090 2.56227 -0.26964
C 0.90815 2.73161 -1.75913
C 0.18512 1.62957 -2.60936
C 0.45796 0.21341 -2.25644
C 1.59754 -0.27539 -1.76350
C 2.83591 0.50084 -1.51508
C 3.00640 1.13538 -0.08592
C -1.32838 -2.36317 -0.36768
H 1.70926 1.82427 1.54244
H 0.07255 3.05251 0.25129
H 1.91931 2.88565 -2.17058
H 0.35571 3.66996 -1.95407
H -0.90621 1.81120 -2.56161
H 0.46300 1.84152 -3.66048
H -0.35094 -0.49555 -2.49209
H 1.65066 -1.32030 -1.42347
H 2.99117 1.29543 -2.25315
H 3.68531 -0.19690 -1.60674
H 3.23468 0.32111 0.63109
H 3.90418 1.78837 -0.12431
H -1.10369 -2.84520 0.60020
H -0.69187 -2.77527 -1.15272
H -2.39884 -2.49851 -0.62191
P -7.34510 4.13516 -4.85541
P -6.91922 1.38402 -6.98530
C -6.53035 4.15138 -6.48257
C -6.27523 3.06084 -7.25987
C -8.22307 5.74378 -4.85047
C -7.83732 6.84855 -5.61778
C -8.55054 8.04733 -5.54564
C -9.65607 8.16201 -4.70492
C -10.05343 7.06064 -3.94141
C -9.35792 5.85779 -4.02219
C -5.88727 4.48195 -3.76252
C -4.93450 3.45062 -3.63330
C -3.79457 3.64778 -2.85316
C -3.59854 4.87865 -2.21419
C -4.54906 5.89803 -2.32450
C -5.70503 5.69439 -3.08181
C -7.74287 1.12940 -8.63529
C -8.91386 1.87148 -8.88980
C -9.56643 1.78678 -10.11956
C -9.06329 0.96374 -11.13293
C -7.91085 0.21531 -10.88901
C -7.26716 0.28541 -9.64874
C -5.39391 0.37960 -7.19735
C -5.40212 -0.90875 -6.62441
C -4.29800 -1.74465 -6.77297
C -3.18144 -1.30336 -7.49024
C -3.16921 -0.03155 -8.06325
C -4.27083 0.81598 -7.91219
H -6.21079 5.13859 -6.84264
H -5.74028 3.19268 -8.21636
H -6.97386 6.80185 -6.27017
H -8.22984 8.89774 -6.14942
H -10.20521 9.10467 -4.64410
H -10.91210 7.14859 -3.27600
H -9.68018 5.00161 -3.43504
H -5.10235 2.50994 -4.16137
H -3.06487 2.83933 -2.76067
H -2.69896 5.03376 -1.62014
H -4.39123 6.85735 -1.82587
H -6.45523 6.48624 -3.15559
H -9.30393 2.53153 -8.11796
H -10.46999 2.37260 -10.29907
H -9.57232 0.90639 -12.09911
H -7.50847 -0.42336 -11.67984
H -6.37554 -0.31816 -9.49195
H -6.28024 -1.23903 -6.06902
H -4.31186 -2.74072 -6.32847
H -2.31577 -1.95554 -7.60100
H -2.30535 0.31745 -8.63248
H -4.25161 1.81008 -8.35341
Se 3.14104 -1.87163 3.33474
C 1.65144 -1.35027 2.55437
N 0.64043 -0.97148 2.02544
```

As for the multiplicity: 1. The calculation puts the LUMO energy at -1.020 eV.

Results of the Löwdin charge analysis, in e, for atoms 1 through 6:
1 Ba 1.541
2 C -0.132
3 C -0.161
4 C -0.199
5 C -0.192
6 C -0.171

Molecular formula: C24H25BN13O3V
Method: DFT, ωB97M-V with the def2-TZVPD basis set

Structure (XYZ):
```
67
C24H25BN13O3V, DFT ωB97M-V with the def2-TZVPD basis set
V 1.50854 -1.09786 1.53568
B 3.11600 -3.59803 3.07053
N 2.99509 -2.24394 3.84951
C 3.46747 -1.94829 5.06304
C 3.14434 -0.63293 5.35938
C 2.46314 -0.18889 4.22987
N 2.37130 -1.17099 3.32894
N 3.62280 -3.23754 1.64584
C 4.72016 -3.65955 1.00503
C 4.72861 -3.10548 -0.26368
C 3.57635 -2.31824 -0.30191
N 2.90719 -2.42016 0.85004
H 2.03178 -4.11619 2.98877
H 3.94114 -4.28527 3.61988
H 3.99833 -2.68704 5.63877
H 3.37716 -0.07708 6.25074
H 2.05123 0.78589 4.03194
H 5.42164 -4.31527 1.49212
H 5.46614 -3.22132 -1.03900
H 3.22273 -1.67297 -1.08937
N 0.17670 0.57899 1.98021
C 0.84428 1.81175 1.54200
C 1.90601 1.44021 0.48440
O 2.04342 2.15007 -0.50920
O 2.57544 0.38781 0.77888
H -0.55401 0.39420 1.28668
H -0.29716 0.69479 2.87049
H 1.37435 2.28044 2.37382
H 0.14787 2.54293 1.12804
C 0.62363 -0.19196 -3.03308
N 0.49157 -1.57395 -2.60077
C 0.43518 -1.88358 -1.28029
N 0.20403 -3.18369 -0.95209
O 0.56042 -1.01305 -0.42118
H -0.35207 0.27472 -3.19826
H 1.20131 -0.15262 -3.95550
H 1.14422 0.37132 -2.25966
H 0.20128 -2.26137 -3.27262
H 0.44648 -3.91377 -1.59770
H 0.32503 -3.38161 0.03372
N 0.08496 -2.21893 2.07117
C -1.09194 -2.23306 2.20186
C -2.44838 -2.04998 2.40968
C -2.84399 -0.92729 3.18366
N -3.10378 0.00879 3.81189
C -3.41741 -2.86459 1.77716
N -4.20046 -3.53569 1.25403
N -4.52945 7.26954 -5.87940
C -4.20936 6.37845 -5.22725
C -3.81929 5.26451 -4.41699
C -3.07724 5.46290 -3.25249
C -2.73346 4.39360 -2.45144
C -3.11757 3.10178 -2.80474
C -3.83300 2.89821 -3.98311
C -4.18825 3.96860 -4.77722
N -2.80021 2.01379 -1.97682
C -3.50524 0.82612 -1.85745
C -2.87185 0.11307 -0.88930
N -1.79509 0.82264 -0.41028
C -1.78023 1.94647 -1.06349
H -2.78834 6.46668 -2.97232
H -2.17881 4.56509 -1.53982
H -4.09797 1.89289 -4.27901
H -4.75264 3.81183 -5.68639
H -4.38834 0.61749 -2.43310
H -3.11963 -0.86219 -0.50073
H -1.02219 2.70882 -0.97208
```

As for the multiplicity: 2. Its net charge is -1. The calculation puts the LUMO energy (alpha / beta) at 1.494 / 1.494 eV.

Results of the natural (NBO) charge analysis, in e, for atoms 1 through 6:
1 V 1.061
2 B 0.177
3 N -0.257
4 C -0.009
5 C -0.353
6 C -0.023

Molecular formula: H3NO3P2
Method: DFT, ωB97M-V with the def2-TZVPD basis set

Structure (XYZ):
```
9
H3NO3P2, DFT ωB97M-V with the def2-TZVPD basis set
N 0.81937 -0.21337 -0.00469
O 2.63366 0.98750 1.45841
O 3.07014 -0.95602 -0.59673
O 2.45246 1.70213 -0.97579
P 1.66840 -1.73860 -0.13362
P 2.17001 0.68920 0.04071
H -1.48316 0.21131 -0.07830
H 2.11370 -2.09240 1.22024
H -1.89983 0.26382 0.61902
```

As for the multiplicity: 1. Its net charge is -2. The calculation puts the LUMO energy at 7.653 eV.

Results of the natural (NBO) charge analysis, in e, for atoms 1 through 6:
1 N -1.526
2 O -1.216
3 O -1.167
4 O -1.196
5 P 0.907
6 P 2.420

Molecular formula: C4H5NO2
Method: DFT, ωB97M-V with the def2-TZVPD basis set

Structure (XYZ):
```
12
C4H5NO2, DFT ωB97M-V with the def2-TZVPD basis set
O -2.32923 0.43301 0.87309
C -1.70647 -0.19674 0.05330
C -0.39085 0.22546 -0.52408
C 0.56141 0.93795 0.44662
N 1.68293 0.01062 0.52627
C 1.41373 -1.03257 -0.13355
O 0.25002 -1.11810 -0.81294
H -2.09214 -1.15622 -0.30010
H -0.52863 0.76858 -1.46866
H 0.93115 1.91302 0.10352
H 0.10936 1.08606 1.44056
H 2.09872 -1.87107 -0.20405
```

As for the multiplicity: 1. The structure (SMILES) is O=C[C@H]1CN=CO1. The calculation puts the LUMO energy at 0.655 eV.

Results of the natural (NBO) charge analysis, in e, for atoms 1 through 6:
1 O -0.500
2 C 0.422
3 C -0.049
4 C -0.279
5 N -0.464
6 C 0.375

Molecular formula: C19H24N2O6S
Method: DFT, ωB97M-V with the def2-TZVPD basis set

Structure (XYZ):
```
52
C19H24N2O6S, DFT ωB97M-V with the def2-TZVPD basis set
C 2.22358 -4.91707 -3.81723
O 1.97614 -3.62459 -4.31907
C 1.96025 -2.58471 -3.44075
C 1.68956 -1.32782 -3.97431
C 1.65154 -0.20604 -3.16714
C 1.88240 -0.31229 -1.80402
O 1.87587 0.73148 -0.91038
C 1.56246 2.01765 -1.40096
C 2.14703 -1.58136 -1.26584
N 2.32840 -1.65977 0.12630
C 1.93606 -2.67395 0.92720
O 1.65705 -3.79682 0.56538
C 1.86302 -2.30500 2.41917
O 1.79639 -0.92612 2.70798
C 0.80528 -0.17375 2.15645
C 0.90874 1.20272 2.37633
C 0.03118 2.06867 1.76008
C -0.95415 1.56550 0.93080
S -1.94811 2.69064 -0.04514
O -1.89539 2.23088 -1.40545
O -1.51877 4.02795 0.23305
N -3.53575 2.50320 0.38981
C -4.05653 2.58548 1.74402
C -4.02340 1.23180 2.45937
C -3.29747 3.64042 2.53636
C -1.09649 0.20573 0.74427
C -0.23209 -0.67411 1.37055
C 2.19153 -2.70505 -2.07432
H 2.16098 -5.58248 -4.67684
H 1.47572 -5.21033 -3.07449
H 3.22171 -4.99065 -3.37410
H 1.50442 -1.24504 -5.03281
H 1.42174 0.74846 -3.61039
H 1.65081 2.68586 -0.54611
H 0.53846 2.06245 -1.78258
H 2.26771 2.32731 -2.17766
H 2.49305 -0.75461 0.54902
H 2.77594 -2.65394 2.91108
H 1.01484 -2.84999 2.85255
H 1.70910 1.56359 3.00233
H 0.11324 3.13768 1.87880
H -3.95905 1.78330 -0.17280
H -5.10461 2.90338 1.64673
H -2.99812 0.89861 2.60448
H -4.55643 0.47960 1.88116
H -4.50104 1.31813 3.43197
H -3.82417 3.85321 3.46347
H -3.21045 4.55184 1.95347
H -2.29585 3.29176 2.77294
H -1.86479 -0.16156 0.08235
H -0.34716 -1.73384 1.20639
H 2.38558 -3.65639 -1.61149
```

As for the multiplicity: 1. The structure (SMILES) is COc1ccc(OC)c(NC(=O)COc2ccc(S(=O)(=O)NC(C)C)cc2)c1. The calculation puts the LUMO energy at 0.585 eV.

Results of the natural (NBO) charge analysis, in e, for atoms 1 through 6:
1 C -0.253
2 O -0.494
3 C 0.297
4 C -0.253
5 C -0.256
6 C 0.235

One value per record, in order, for largest force on an atom: 3.45, 1.67, 3.09, 1.56, 0.90 eV Å⁻¹.
One value per record, in order, for energy above the lowest of the compared OMol25 structures with the same formula, charge and spin: 0.00, 69.95, 89.21, 135.37, 102.00 kJ/mol.
One value per record, in order, for calculated total energy: -124036.63131, -77176.51565, -26258.86785, -9812.91178, -46192.26035 eV.